DFT (ωB97M-V with the def2-TZVPD basis set) results for a gas-phase ion, C27H37N2O3 (charge +1).

The geometry in ORCA input format:
```
! RIJCOSX wB97M-V def2-TZVPD def2/J DEFGRID3
* xyz 1 1
C -11.2331 -0.8474 -1.2352
C -9.9162 -1.2391 -0.5759
C -9.5786 -0.3152 0.5922
C -8.3533 -0.7600 1.3922
C -7.0425 -0.8137 0.6044
C -6.6027 0.5505 0.0771
C -5.2745 0.5052 -0.6800
C -4.0717 0.2512 0.2270
C -2.7627 0.2896 -0.5594
C -1.5713 0.0253 0.3475
H -1.5017 0.7794 1.1379
H -1.6314 -0.9632 0.8131
O -0.3646 0.0980 -0.4362
C 0.6887 -0.5345 0.0081
O 0.7779 -1.2017 1.0047
C 1.8807 -0.3485 -0.9545
N 3.0948 -0.7309 -0.2854
C 3.4645 -0.3688 0.9491
N 4.5608 -1.0406 1.3200
C 4.9284 -1.8807 0.2863
C 5.9763 -2.7813 0.1422
C 6.0488 -3.4722 -1.0499
C 5.1150 -3.2763 -2.0700
C 4.0726 -2.3818 -1.9375
C 3.9879 -1.6848 -0.7394
H 3.3635 -2.2366 -2.7358
H 5.2136 -3.8388 -2.9846
H 6.8469 -4.1813 -1.2002
H 6.7064 -2.9390 0.9187
C 5.2239 -0.9277 2.5931
H 4.5109 -1.0647 3.4061
H 5.9879 -1.6975 2.6627
H 5.7014 0.0486 2.6977
C 2.7909 0.6323 1.8394
O 1.9136 1.4918 1.1814
C 2.4387 2.4830 0.3685
C 1.5095 3.3837 -0.1453
C 1.9253 4.4011 -0.9804
C 3.2659 4.5286 -1.3118
C 4.1847 3.6297 -0.8048
C 3.7795 2.6008 0.0332
H 4.5216 1.9130 0.4126
H 5.2299 3.7210 -1.0569
H 3.5912 5.3260 -1.9603
H 1.2016 5.0989 -1.3708
H 0.4736 3.2665 0.1283
H 2.1680 0.0848 2.5607
H 3.5555 1.1942 2.3967
H 1.9115 0.6893 -1.2987
H 1.7354 -0.9994 -1.8184
H -2.6399 1.2656 -1.0316
H -2.7854 -0.4637 -1.3488
H -4.1696 -0.7231 0.7073
H -4.0463 1.0098 1.0121
H -5.1293 1.4599 -1.1910
H -5.3228 -0.2740 -1.4437
H -7.3658 0.9305 -0.6029
H -6.5212 1.2524 0.9101
H -7.1439 -1.5085 -0.2308
H -6.2725 -1.2107 1.2694
H -8.5482 -1.7550 1.7999
H -8.2248 -0.0788 2.2374
H -9.4337 0.7009 0.2210
H -10.4329 -0.2899 1.2732
H -9.1210 -1.1997 -1.3227
H -9.9842 -2.2675 -0.2134
H -11.1829 0.1721 -1.6121
H -11.4574 -1.5100 -2.0678
H -12.0509 -0.9064 -0.5206
*
```

The structure (SMILES) is CCCCCCCCCCOC(=O)Cn1c(COc2ccccc2)[n+](C)c2ccccc21. For the HOMO-LUMO gap, the calculation gives 8.939 eV. The energy above the lowest of the compared OMol25 structures with the same formula, charge and spin is 6.0 kcal per mole. As for the LUMO energy: -2.856 eV. The calculation puts the energy at -37717.5223 eV.



DFT (ωB97M-V with the def2-TZVPD basis set) results for a molecular structure, C21H45F8O9PSiTeZn.

The geometry in ORCA input format:
```
! RIJCOSX wB97M-V def2-TZVPD def2/J DEFGRID3
* xyz -2 1
Zn -1.1212 -0.9157 -1.1294
F -1.5690 -4.2854 1.8778
Te -0.5327 -3.5444 0.4525
F 0.9733 -4.4946 1.0554
F 0.4151 -3.7078 -1.2055
F -0.0649 -2.4817 1.9739
F -1.1416 -5.2133 -0.2425
O -1.9035 -2.5459 -0.1998
C -4.2583 0.9062 3.3176
C -3.4492 -0.0341 2.4304
C -1.9582 0.1090 2.7137
C -3.8803 -1.4807 2.6050
O -3.7860 0.2819 1.0585
P -3.0169 1.3885 0.1981
O -2.8749 2.6958 0.8901
O -1.7261 0.7865 -0.3315
O -4.0953 1.4393 -0.9968
C -4.2342 2.5566 -1.8916
C -5.0403 3.6474 -1.1921
C -2.8763 3.0867 -2.3398
C -5.0033 2.0011 -3.0821
H -4.0747 0.6832 4.3719
H -5.3240 0.7856 3.1113
H -3.9737 1.9381 3.1101
H -1.7672 -0.2158 3.7397
H -1.6366 1.1456 2.6076
H -1.3647 -0.5196 2.0524
H -3.7117 -1.8027 3.6351
H -3.3089 -2.1262 1.9382
H -4.9420 -1.5825 2.3695
H -4.5072 3.9877 -0.3054
H -6.0103 3.2495 -0.8859
H -5.2029 4.4886 -1.8719
H -2.3239 3.4926 -1.4918
H -3.0231 3.8830 -3.0749
H -2.2874 2.2922 -2.7962
H -5.9548 1.5847 -2.7464
H -4.4256 1.2124 -3.5618
H -5.2004 2.7950 -3.8069
F -0.5059 0.3392 -3.6823
C -1.2620 -0.7062 -3.1765
F -2.5366 -0.4108 -3.6268
F -0.8936 -1.7762 -3.9567
C 0.9530 2.2771 0.8817
C 1.7431 2.0809 -0.4061
C 3.1622 2.6223 -0.2531
C 1.0215 2.7583 -1.5655
O 1.8525 0.7080 -0.7656
Si 1.9181 -0.7295 0.0161
O 0.5249 -1.4983 -0.1698
O 3.2062 -1.5565 -0.5892
C 3.4980 -1.9569 -1.9300
C 4.7295 -1.1580 -2.3483
C 3.8034 -3.4491 -1.8802
C 2.3452 -1.6901 -2.8897
O 2.3128 -0.4351 1.5812
C 3.2171 -1.0158 2.5060
C 2.7646 -0.5289 3.8796
C 4.6247 -0.5093 2.1959
C 3.1660 -2.5380 2.4550
H 0.8126 3.3449 1.0673
H 1.4746 1.8303 1.7282
H -0.0314 1.8216 0.7852
H 3.1454 3.6862 -0.0043
H 3.7177 2.4847 -1.1836
H 3.6797 2.0813 0.5430
H 0.9432 3.8357 -1.3956
H 0.0195 2.3413 -1.6585
H 1.5607 2.5796 -2.4984
H 5.5515 -1.3467 -1.6537
H 4.4959 -0.0914 -2.3276
H 5.0477 -1.4310 -3.3577
H 4.6152 -3.6392 -1.1737
H 4.1003 -3.8159 -2.8665
H 2.9163 -3.9907 -1.5512
H 2.1004 -0.6281 -2.9308
H 1.4601 -2.2464 -2.5874
H 2.6208 -2.0191 -3.8950
H 2.7649 0.5627 3.9068
H 3.4263 -0.9043 4.6645
H 1.7491 -0.8782 4.0692
H 4.6490 0.5820 2.2542
H 4.9110 -0.8123 1.1881
H 5.3468 -0.9147 2.9099
H 2.1509 -2.8851 2.6358
H 3.8278 -2.9546 3.2208
H 3.4820 -2.9060 1.4788
*
```

For the HOMO-LUMO gap, the calculation gives 8.451 eV. The energy above the lowest of the compared OMol25 structures with the same formula, charge and spin is 7.8 kcal per mole. As for the LUMO energy: 4.453 eV. The calculation puts the energy at -135567.9392 eV.



DFT (ωB97M-V with the def2-TZVPD basis set) results for 22 unconnected molecules or ions with the total composition C44H132O44 at a distorted geometry.

The geometry in ORCA input format:
```
! RIJCOSX wB97M-V def2-TZVPD def2/J DEFGRID3
* xyz 0 1
C 18.8117 -20.6242 12.4340
C 17.5111 -21.4787 12.0118
O 17.5959 -21.8820 10.6736
O 19.9018 -21.4554 12.7350
H 18.5836 -19.9455 13.2558
H 19.1681 -20.0166 11.6021
H 16.5771 -20.9333 12.1472
H 17.5603 -22.2920 12.7358
H 17.9421 -22.7689 10.5504
H 20.3600 -21.4533 11.8914
C 17.3963 -27.4006 9.3670
C 17.6956 -28.6559 10.0369
O 19.0698 -29.0223 9.9374
O 17.8666 -27.3309 8.1119
H 17.9422 -26.5973 9.8617
H 16.3364 -27.1461 9.3650
H 16.9636 -29.3227 9.5812
H 17.5533 -28.6102 11.1166
H 19.3808 -28.7255 9.0790
H 17.1191 -27.6917 7.6295
C 13.0433 -17.9921 12.9037
C 13.3240 -18.5810 11.4605
O 13.4039 -20.0059 11.3993
O 14.2736 -17.8758 13.6172
H 12.2542 -18.5362 13.4225
H 12.6483 -16.9931 12.7193
H 14.2356 -18.3070 10.9296
H 12.5047 -18.3617 10.7759
H 13.5107 -20.3651 10.5155
H 14.5144 -18.8028 13.5522
C 18.3364 -16.2414 5.6595
C 18.9472 -17.5933 5.8077
O 20.3036 -17.5476 5.2137
O 17.9117 -16.1882 4.2935
H 19.0011 -15.4019 5.8633
H 17.5223 -16.1609 6.3799
H 18.4300 -18.3819 5.2611
H 18.9482 -17.9750 6.8286
H 20.2469 -17.8055 4.2907
H 18.6306 -16.1897 3.6573
C 12.6532 -20.0008 6.4046
C 13.5974 -21.1559 5.8896
O 13.4998 -22.4032 6.6263
O 11.2875 -20.3023 6.2292
H 13.0178 -19.1122 5.8893
H 12.7716 -19.9968 7.4881
H 14.6184 -20.7808 5.9603
H 13.5016 -21.4183 4.8360
H 13.2049 -23.0280 5.9598
H 10.9225 -20.9490 6.8376
C 18.4532 -16.6279 12.2832
C 17.4716 -16.9723 13.4284
O 18.0355 -16.9469 14.7562
O 18.6508 -15.2216 12.1192
H 18.0313 -16.9930 11.3469
H 19.3737 -17.2072 12.3559
H 17.2643 -18.0401 13.3590
H 16.5214 -16.4384 13.4194
H 18.7254 -16.2914 14.8830
H 17.7678 -14.9202 11.8933
C 23.7054 -17.0522 2.5292
C 22.2276 -16.9880 2.3275
O 21.8375 -17.3841 0.9793
O 24.2981 -18.3642 2.5666
H 23.9444 -16.5384 3.4603
H 24.2650 -16.4516 1.8121
H 21.7731 -16.0350 2.5985
H 21.7268 -17.6236 3.0578
H 22.4427 -17.0001 0.3406
H 23.8203 -18.8440 3.2471
C 14.6588 -17.9124 2.9083
C 14.8697 -16.5633 2.1686
O 14.2020 -16.4926 0.9740
O 13.2898 -18.1158 3.1626
H 15.1571 -17.8954 3.8776
H 15.0306 -18.7671 2.3432
H 15.9254 -16.3064 2.0812
H 14.4231 -15.8873 2.8977
H 14.4854 -15.7340 0.4584
H 12.7719 -17.4758 2.6687
C 22.9114 -17.3305 7.3516
C 22.7020 -16.3153 8.4813
O 21.6658 -15.4302 8.1811
O 21.8749 -18.2866 7.2266
H 23.9325 -17.7119 7.3457
H 23.0008 -16.7489 6.4340
H 23.5800 -15.8715 8.9505
H 22.3067 -16.8095 9.3687
H 21.1290 -15.8186 7.4865
H 21.1152 -18.0278 6.7000
C 16.6508 -26.2292 14.1733
C 16.5675 -25.8709 12.7139
O 15.7046 -26.7466 12.0963
O 16.9378 -27.6827 14.2610
H 15.7071 -26.1466 14.7125
H 17.5022 -25.7867 14.6906
H 17.5395 -25.8979 12.2213
H 16.5325 -24.7990 12.5191
H 15.7557 -27.5374 12.6382
H 16.2877 -28.1273 14.8099
C 24.2800 -25.8144 1.7038
C 23.5214 -25.2052 2.8252
O 22.6476 -24.0447 2.5417
O 24.8091 -24.9314 0.6613
H 23.6232 -26.4267 1.0858
H 25.0291 -26.4452 2.1824
H 24.1426 -24.7660 3.6058
H 23.0109 -25.9818 3.3947
H 23.2871 -23.3497 2.7135
H 25.5487 -24.4099 0.9816
C 22.4489 -20.7880 0.4163
C 22.4696 -21.1289 -1.0444
O 22.4926 -19.9679 -1.7819
O 23.8038 -20.3989 0.7675
H 22.3014 -21.6438 1.0750
H 21.8719 -19.8933 0.6502
H 21.4870 -21.4942 -1.3427
H 23.3448 -21.7519 -1.2287
H 21.9880 -20.1005 -2.5878
H 24.1286 -19.7733 0.1158
C 17.6519 -21.7054 7.5909
C 19.0241 -21.2635 7.1041
O 18.9653 -21.2778 5.7032
O 17.1296 -20.7533 8.5434
H 17.6271 -22.7563 7.8792
H 16.9442 -21.3848 6.8264
H 19.7728 -22.0462 7.2262
H 19.3590 -20.3108 7.5144
H 19.8729 -21.3427 5.3972
H 17.2430 -21.1468 9.4117
C 20.1106 -26.6337 2.7535
C 18.6433 -27.1911 2.5288
O 18.1191 -28.0462 3.5120
O 20.9859 -27.7257 2.7739
H 20.1111 -25.9422 3.5960
H 20.2860 -26.0479 1.8512
H 18.6863 -27.7148 1.5738
H 17.8527 -26.4971 2.2434
H 17.5436 -28.6452 3.0307
H 20.8569 -28.0326 3.6743
C 23.9257 -21.7333 4.6000
C 22.7345 -20.7856 4.7574
O 23.1127 -19.3911 4.6597
O 24.2995 -22.1503 3.2986
H 23.6019 -22.6830 5.0258
H 24.7754 -21.3389 5.1572
H 22.4365 -20.8580 5.8033
H 21.8858 -21.1046 4.1524
H 22.5352 -18.9697 5.3005
H 24.6817 -21.3453 2.9415
C 20.3176 -25.3913 6.7191
C 21.3923 -24.5569 5.9809
O 22.1637 -23.6041 6.6340
O 20.8740 -26.4962 7.5320
H 19.5102 -25.7376 6.0738
H 19.7227 -24.8168 7.4290
H 20.8692 -23.8759 5.3096
H 22.1396 -25.1624 5.4680
H 22.6943 -23.9260 7.3664
H 21.1852 -27.1041 6.8573
C 18.3472 -18.4412 0.0181
C 18.4384 -18.7294 1.5612
O 19.2887 -17.7296 2.2576
O 19.5725 -18.8693 -0.6796
H 18.4418 -17.3868 -0.2416
H 17.5599 -19.0731 -0.3928
H 18.8918 -19.7206 1.5630
H 17.5364 -18.6480 2.1677
H 20.1588 -17.7370 1.8522
H 20.2323 -18.3282 -0.2398
C 13.9391 -21.0970 14.5793
C 14.0649 -22.6280 14.1438
O 15.3903 -23.1060 14.3789
O 15.0253 -20.5053 13.9633
H 14.0584 -20.9315 15.6500
H 13.0521 -20.5765 14.2183
H 13.7566 -22.7158 13.1020
H 13.4443 -23.1965 14.8363
H 15.5398 -23.0719 15.3265
H 15.0533 -20.7710 13.0412
C 23.7189 -19.6980 9.8862
C 24.5671 -20.7528 9.2613
O 23.8435 -21.4272 8.2425
O 23.0329 -20.3396 10.8264
H 23.1796 -19.0470 9.1982
H 24.4519 -19.0247 10.3307
H 24.9063 -21.3809 10.0850
H 25.4900 -20.4197 8.7865
H 23.2474 -21.9646 8.7693
H 23.0804 -19.8796 11.6677
C 20.1097 -24.3350 10.4319
C 21.3688 -23.4131 10.4731
O 20.7906 -22.1503 10.3789
O 19.3123 -24.3680 11.6023
H 20.4003 -25.3606 10.2043
H 19.5841 -24.1118 9.5034
H 21.9576 -23.6373 9.5837
H 22.1021 -23.4725 11.2773
H 21.4173 -21.4641 10.1380
H 19.5993 -23.5615 12.0368
C 17.5076 -23.2381 2.0162
C 17.5574 -23.5820 3.6284
O 16.7712 -22.7686 4.4773
O 18.5929 -23.8300 1.3279
H 17.7218 -22.1738 1.9193
H 16.5511 -23.2868 1.4957
H 18.6089 -23.5258 3.9102
H 17.3429 -24.6492 3.6847
H 17.4262 -22.0815 4.6204
H 18.5706 -23.5332 0.4152
C 14.2565 -22.9189 10.4701
C 14.6798 -24.2479 9.7947
O 13.8652 -24.5694 8.6808
O 14.1176 -21.9393 9.5577
H 15.0715 -22.6971 11.1590
H 13.2887 -23.0653 10.9498
H 14.6288 -25.0882 10.4871
H 15.6443 -23.9717 9.3687
H 14.0189 -23.9960 7.9263
H 13.5379 -22.3698 8.9250
*
```

For the HOMO-LUMO gap, the calculation gives 9.616 eV. The energy above the lowest of the compared OMol25 structures with the same formula, charge and spin is 227.8 kcal per mole. As for the LUMO energy: 0.176 eV. The calculation puts the energy at -137840.5130 eV.



HOMO energy across the listed records, respectively: -11.79, -4.00, -9.44 eV.